The following is a DFT calculation (ωB97M-V/def2-TZVPD) of a structure of composition C13H6Co2N2O7 in a non-equilibrium geometry.

ORCA input file:
```
! wB97M-V def2-TZVPD RIJCOSX def2/J DEFGRID3
* xyz -2 1
N -1.109 -0.204 0.473
C -0.779 1.098 0.745
N 0.560 1.235 0.994
C 1.104 -0.020 0.863
C 2.548 -0.259 1.071
O 3.438 0.562 1.180
C 0.043 -0.915 0.521
H -1.481 1.930 0.765
H 2.759 -1.354 1.124
H 0.163 -1.976 0.323
O -7.157 -2.427 3.280
C -7.080 -2.652 2.150
Co -6.959 -3.029 0.443
C -5.928 -4.431 0.736
O -5.316 -5.382 0.970
C -8.647 -3.542 0.298
O -9.737 -3.906 0.190
C -6.052 -1.290 0.073
C -4.704 -1.169 -0.113
C -3.465 -0.732 0.220
Co -5.477 -2.214 -1.389
C -4.159 -3.360 -1.233
O -3.270 -4.094 -1.147
C -4.983 -1.539 -2.956
O -4.601 -1.131 -3.968
C -6.841 -3.377 -1.861
O -7.451 -4.024 -2.613
H -6.743 -0.451 0.222
H -2.617 -1.182 -0.297
H -3.294 0.032 0.980
*
```

Output
gap between HOMO and LUMO: 0.2405 hartree

The following is a DFT calculation (ωB97M-V/def2-TZVPD) of the molecule C13H6N4S2 in a non-equilibrium geometry.

ORCA input file:
```
! wB97M-V def2-TZVPD RIJCOSX def2/J DEFGRID3
* xyz 0 1
N -1.921 5.254 -0.535
C -0.775 5.259 -0.313
S 0.982 5.133 -0.122
C 1.265 3.553 0.625
C 2.200 3.409 1.679
C 2.510 2.174 2.214
C 1.878 1.017 1.745
N 2.016 -0.368 2.021
C 1.176 -1.088 1.175
C 0.839 -2.419 1.022
N -0.042 -2.858 0.122
C -0.668 -1.956 -0.655
S -1.806 -2.517 -1.864
C -2.431 -4.060 -1.162
N -2.796 -5.124 -0.871
C -0.443 -0.581 -0.546
C 0.540 -0.148 0.366
C 1.004 1.163 0.711
C 0.704 2.397 0.111
H 2.735 4.305 2.084
H 3.270 2.084 2.996
H 2.610 -0.770 2.734
H 1.328 -3.175 1.616
H -0.984 0.083 -1.162
H 0.038 2.464 -0.761
*
```

Output
gap between HOMO and LUMO: 0.3038 hartree
SMILES: N#CSc1ccc2[nH]c3cnc(SC#N)cc3c2c1
relative energy (zero: lowest compared OMol25 entry of this formula, charge and spin): 0.0000 eV

The following is a DFT calculation (ωB97M-V/def2-TZVPD) of a structure of composition C13H7Cl5F6GeNO2Sc in a non-equilibrium geometry.

ORCA input file:
```
! wB97M-V def2-TZVPD RIJCOSX def2/J DEFGRID3
* xyz 1 2
Sc -1.413 -0.945 -0.277
Cl -0.223 -1.258 4.505
C 0.892 -1.409 3.251
C 2.249 -1.513 3.492
C 3.145 -1.637 2.437
Cl 4.795 -1.761 2.786
C 2.713 -1.662 1.056
C 3.560 -1.788 -0.057
C 3.010 -1.798 -1.316
C 1.624 -1.676 -1.463
N 0.816 -1.563 -0.419
C 1.357 -1.555 0.811
C 0.391 -1.426 1.900
O -0.822 -1.322 1.613
H 2.620 -1.498 4.507
H 4.629 -1.877 0.081
H 3.631 -1.894 -2.195
H 1.153 -1.672 -2.437
Cl -3.700 -1.719 0.074
Ge -4.044 -0.779 -2.235
Cl -1.677 -1.713 -2.561
Cl -5.060 -2.567 -3.003
C -2.231 3.074 0.307
C -1.576 2.124 -0.687
O -2.023 0.825 -0.498
C -1.895 2.573 -2.133
F -1.495 1.683 -3.046
F -1.295 3.744 -2.400
F -3.212 2.742 -2.285
C -0.046 2.123 -0.448
F 0.621 1.395 -1.364
F 0.214 1.523 0.748
F 0.486 3.336 -0.408
H -3.304 3.086 0.136
H -1.846 4.087 0.208
H -2.044 2.716 1.318
*
```

Output
gap between HOMO and LUMO (alpha / beta): 0.2816 / 0.2107 hartree
relative energy (zero: lowest compared OMol25 entry of this formula, charge and spin): 0.0000 eV

The following is a DFT calculation (ωB97M-V/def2-TZVPD) of a structure of composition C13H7F5N4S2W in a non-equilibrium geometry.

ORCA input file:
```
! wB97M-V def2-TZVPD RIJCOSX def2/J DEFGRID3
* xyz 2 3
W 0.580 0.846 -0.084
N 3.519 3.470 1.729
C 2.416 2.933 1.261
S 2.466 2.183 -0.391
N 1.294 2.974 1.915
N 0.281 2.292 1.368
C -0.939 2.674 1.608
C -1.981 1.892 0.981
C -3.336 2.046 1.206
C -4.224 1.166 0.597
C -3.735 0.164 -0.232
C -2.373 0.088 -0.452
N -1.509 0.931 0.136
H 4.363 3.524 1.182
H 3.528 3.880 2.652
H -1.130 3.530 2.244
H -3.677 2.841 1.855
H -5.287 1.264 0.772
H -4.398 -0.541 -0.712
H -1.960 -0.664 -1.114
F 1.358 -4.941 -3.434
C 1.349 -4.071 -2.454
C 1.108 -2.726 -2.725
F 0.885 -2.293 -3.950
C 1.102 -1.853 -1.661
F 0.867 -0.501 -1.897
C 1.325 -2.232 -0.351
S 1.403 -1.054 0.970
C 1.559 -3.580 -0.103
F 1.777 -3.980 1.136
C 1.573 -4.496 -1.147
F 1.795 -5.765 -0.905
*
```

Output
gap between HOMO and LUMO (alpha / beta): 0.2331 / 0.2304 hartree

The following is a DFT calculation (ωB97M-V/def2-TZVPD) of a structure of composition C13H8BrLuN3O7 in a non-equilibrium geometry.

ORCA input file:
```
! wB97M-V def2-TZVPD RIJCOSX def2/J DEFGRID3
* xyz 1 1
Lu -0.595 1.469 0.288
C 4.949 1.786 -1.697
C 3.610 2.384 -1.625
C 3.308 3.533 -2.362
C 2.030 4.100 -2.372
C 1.053 3.522 -1.590
Br -0.692 4.219 -1.536
N 1.273 2.395 -0.925
C 2.514 1.854 -0.922
H 5.750 2.566 -1.564
H 5.200 1.263 -2.605
H 5.141 1.077 -0.894
H 4.049 3.976 -3.052
H 1.783 4.937 -2.970
H 2.688 0.949 -0.376
O -2.224 1.416 1.683
C -1.543 0.435 2.107
O -0.244 0.554 2.242
C -2.056 -0.940 1.920
C -2.622 -1.792 2.805
C -2.867 -3.127 2.333
C -2.674 -3.447 0.994
C -2.100 -2.551 0.083
C -1.781 -1.284 0.552
O -1.258 -0.391 -0.297
N -1.888 -3.108 -1.289
O -2.512 -4.110 -1.515
O -1.122 -2.564 -2.030
N -3.553 -4.145 3.189
O -4.043 -3.748 4.204
O -3.651 -5.279 2.754
H -2.946 -1.540 3.807
H -2.978 -4.406 0.661
*
```

Output
gap between HOMO and LUMO: 0.2933 hartree

The following is a DFT calculation (ωB97M-V/def2-TZVPD) of a structure of composition C13H8Cl5FIIrN2O2 in a non-equilibrium geometry.

ORCA input file:
```
! wB97M-V def2-TZVPD RIJCOSX def2/J DEFGRID3
* xyz 0 1
Ir 0.896 -0.753 0.463
N 1.012 -0.445 2.779
C 2.413 -0.420 3.201
C 3.356 -0.298 2.000
O 4.540 -0.348 2.213
O 2.789 -0.138 0.819
H 0.525 0.424 2.921
H 0.483 -1.223 3.155
H 2.698 -1.343 3.699
H 2.635 0.428 3.847
Cl 0.818 -2.213 -2.600
C 0.845 -0.483 -2.582
C 0.853 0.165 -1.349
C 0.842 1.550 -1.353
Cl 0.792 2.373 0.185
C 0.850 2.290 -2.531
Cl 0.854 4.008 -2.480
C 0.850 1.620 -3.750
Cl 0.855 2.514 -5.220
C 0.841 0.226 -3.780
Cl 0.826 -0.604 -5.285
F 0.444 -2.611 0.686
I -4.246 -2.183 -1.901
C -3.261 -1.101 -0.429
C -3.962 -0.385 0.528
C -3.244 0.341 1.464
C -1.865 0.316 1.424
N -1.196 -0.401 0.525
C -1.877 -1.100 -0.398
H -5.043 -0.380 0.532
H -3.749 0.924 2.222
H -1.280 0.912 2.110
H -1.295 -1.660 -1.116
*
```

Output
gap between HOMO and LUMO: 0.2886 hartree
relative energy (zero: lowest compared OMol25 entry of this formula, charge and spin): 2.1005 eV

The following is a DFT calculation (ωB97M-V/def2-TZVPD) of a structure of composition C13H8F5OS2SbSe4Tl in a non-equilibrium geometry.

ORCA input file:
```
! wB97M-V def2-TZVPD RIJCOSX def2/J DEFGRID3
* xyz -1 1
Tl -0.296 0.074 0.946
F -0.093 3.425 -5.703
C -0.108 2.448 -4.801
C -0.363 2.718 -3.481
F -0.604 3.973 -3.101
C -0.381 1.694 -2.557
F -0.707 2.048 -1.321
C -0.128 0.361 -2.867
S -0.069 -0.978 -1.749
C 0.107 0.139 -4.227
F 0.345 -1.097 -4.656
C 0.120 1.144 -5.172
F 0.360 0.863 -6.454
C 4.662 0.308 0.356
S 3.028 -0.024 -0.329
O 2.131 0.937 0.433
C 2.813 -1.655 0.376
C 2.672 -1.803 1.754
C 2.550 -3.079 2.282
C 2.552 -4.186 1.440
C 2.669 -4.023 0.065
C 2.802 -2.749 -0.477
H 4.638 0.124 1.428
H 4.872 1.360 0.151
H 5.395 -0.335 -0.142
H 2.650 -0.937 2.411
H 2.447 -3.205 3.353
H 2.446 -5.177 1.867
H 2.633 -4.887 -0.593
H 2.862 -2.600 -1.554
Se -1.989 -0.748 6.536
Sb 0.097 -1.826 5.539
Se 2.145 -0.638 5.917
Se -0.026 -4.197 5.190
Se -1.604 -0.446 4.179
*
```

Output
gap between HOMO and LUMO: 0.2525 hartree
relative energy (zero: lowest compared OMol25 entry of this formula, charge and spin): 0.0000 eV

The following is a DFT calculation (ωB97M-V/def2-TZVPD) of the molecule C13H8OS2 in a non-equilibrium geometry.

ORCA input file:
```
! wB97M-V def2-TZVPD RIJCOSX def2/J DEFGRID3
* xyz 0 1
C 2.326 4.717 3.883
C 2.017 3.578 3.046
C 1.710 2.612 2.354
C 1.240 1.513 1.558
C 0.947 1.688 0.233
C 0.330 0.619 -0.576
C 0.351 -0.753 -0.296
C -0.265 -1.681 -1.184
C -0.692 -2.445 -2.039
C -1.264 -3.373 -3.000
C -1.704 -4.217 -3.769
C -2.203 -5.289 -4.651
C -3.296 -5.057 -5.748
O -1.926 -5.240 -6.027
S 1.347 -1.342 1.020
S 0.788 0.047 2.433
H 1.844 5.615 3.511
H 2.011 4.522 4.903
H 3.384 4.933 3.916
H 1.144 2.662 -0.191
H -0.157 0.970 -1.482
H -2.243 -6.270 -4.137
H -3.769 -4.088 -5.890
H -3.960 -5.866 -6.093
*
```

Output
gap between HOMO and LUMO: 0.2542 hartree
SMILES: CC#CC1=CC=C(C#CC#C[C@H]2CO2)SS1
relative energy (zero: lowest compared OMol25 entry of this formula, charge and spin): 3.9773 eV

Number 1: energy -3900.642666 Ha. Number 2: energy -1514.366287 Ha. Number 3: energy -6442.722864 Ha. Number 4: energy -2080.787678 Ha. Number 5: energy -5000.363003 Ha. Number 6: energy -3563.009887 Ha. Number 7: energy -11889.699864 Ha. Number 8: energy -1371.524114 Ha.